Record 1
# C50H29F4N8OSiSn

A molecular structure, C50H29F4N8OSiSn in a non-equilibrium geometry (ωB97M-V with the def2-TZVPD basis set, the Open Molecules 2025 dataset).

## Properties
F_max = 1.8 eV/A
LUMO = -4.0 eV
DFT total energy = -90860.0253 eV
Kohn-Sham gap = 6.509 eV

Geometry as ORCA input:
```
! RIJCOSX wB97M-V def2-TZVPD def2/J DEFGRID3
* xyz 1 1
Sn 6.79 -1.44 26.69
C -6.54 -2.07 23.96
O -5.64 -1.55 23.01
C -4.36 -1.53 23.40
C -3.96 -2.03 24.65
C -2.62 -1.94 25.01
C -1.70 -1.41 24.13
C -2.11 -0.89 22.91
C -3.43 -1.00 22.53
C -0.30 -1.44 24.54
N 0.10 -1.75 25.73
C 1.43 -1.76 25.68
C 1.86 -1.38 24.43
N 0.74 -1.21 23.69
C 3.22 -1.25 24.08
C 3.70 -0.80 22.83
C 5.07 -0.66 22.67
C 5.92 -0.94 23.73
N 5.46 -1.31 24.91
C 4.14 -1.49 25.10
C 3.71 -1.82 26.43
N 4.65 -1.96 27.34
C 4.36 -2.29 28.59
C 3.01 -2.44 29.00
C 1.99 -2.21 28.08
C 2.35 -1.95 26.73
H -7.52 -1.92 23.54
H -6.52 -1.47 24.86
H -6.37 -3.12 24.15
H -4.63 -2.49 25.35
H -2.24 -2.31 25.96
H -1.40 -0.43 22.23
H -3.73 -0.52 21.61
H 0.67 -1.06 22.69
H 3.05 -0.48 22.03
H 5.46 -0.30 21.71
H 7.01 -0.83 23.59
H 5.19 -2.45 29.26
H 2.77 -2.66 30.05
H 0.96 -2.22 28.40
F 11.02 -0.98 28.45
C 10.49 0.23 28.44
C 10.68 0.98 27.27
F 11.51 0.48 26.38
C 9.92 2.08 26.95
C 9.22 2.67 28.00
C 9.01 1.96 29.16
F 8.12 2.42 30.03
C 9.56 0.69 29.38
C 8.72 -0.31 30.11
C 7.74 -0.64 29.29
N 6.80 -0.77 28.58
C 8.85 -1.13 31.26
N 8.88 -1.88 32.13
F 8.55 3.80 27.79
C 9.32 2.09 25.57
C 8.29 1.22 25.60
N 7.44 0.44 25.92
C 9.50 2.93 24.40
N 9.69 3.53 23.43
C 11.31 -2.87 23.46
C 10.39 -3.83 23.11
C 9.32 -4.10 23.95
C 9.22 -3.39 25.14
C 10.15 -2.43 25.53
C 11.25 -2.21 24.69
Si 7.91 -3.74 26.30
C 8.47 -4.14 28.00
C 9.77 -3.94 28.41
C 10.16 -4.17 29.71
C 9.21 -4.62 30.63
C 7.90 -4.78 30.26
C 7.52 -4.56 28.95
C 6.72 -5.02 25.67
C 5.91 -4.80 24.56
C 5.17 -5.86 24.06
C 5.22 -7.11 24.64
C 6.00 -7.32 25.76
C 6.78 -6.29 26.26
H 12.14 -2.57 22.79
H 10.45 -4.37 22.16
H 8.58 -4.86 23.72
H 10.06 -1.93 26.47
H 12.00 -1.48 24.96
H 10.52 -3.58 27.73
H 11.20 -4.00 30.03
H 9.53 -4.78 31.65
H 7.21 -5.16 31.01
H 6.48 -4.76 28.70
H 5.84 -3.82 24.08
H 4.56 -5.73 23.18
H 4.67 -7.95 24.24
H 6.13 -8.30 26.19
H 7.43 -6.49 27.07
*
```

=====

Record 2
# C50H31Cl7N5OSiTi

A molecular structure, C50H31Cl7N5OSiTi (ωB97M-V with the def2-TZVPD basis set, the Open Molecules 2025 dataset).

## Properties
F_max = 0.8 eV/A
LUMO = 1.4 eV
DFT total energy = -180511.1134 eV
Kohn-Sham gap = 4.983 eV

Geometry as ORCA input:
```
! RIJCOSX wB97M-V def2-TZVPD def2/J DEFGRID3
* xyz -1 1
Ti -0.75 1.04 0.74
Cl -7.89 -3.84 -3.34
C -6.60 -2.91 -2.63
C -6.44 -1.58 -2.98
C -5.41 -0.85 -2.41
C -4.54 -1.43 -1.50
C -4.73 -2.77 -1.15
C -5.75 -3.51 -1.72
C -3.43 -0.65 -0.89
C -2.44 -0.15 -1.69
C -2.32 -0.41 -3.11
C -1.38 0.42 -3.60
C -0.96 1.29 -2.50
C -0.42 2.55 -2.71
C 0.30 2.83 -3.96
C 1.18 1.87 -4.50
C 1.89 2.10 -5.66
C 1.75 3.30 -6.32
Cl 2.66 3.61 -7.77
C 0.89 4.27 -5.83
C 0.17 4.03 -4.67
C 0.76 3.58 -0.17
N 0.86 2.31 0.39
C 2.16 2.19 0.82
C 2.64 1.03 1.52
C 4.10 0.92 1.74
C 4.82 -0.10 1.11
C 6.18 -0.24 1.31
C 6.84 0.64 2.15
Cl 8.55 0.47 2.40
C 6.15 1.66 2.79
C 4.79 1.79 2.58
C 1.81 0.08 2.05
C 2.23 -0.91 3.04
C 1.12 -1.34 3.67
C -0.03 -0.73 3.03
N 0.42 0.05 1.97
C -1.34 -0.95 3.38
C -2.44 -0.68 2.50
C -3.77 -1.07 2.68
C -4.38 -1.00 1.43
C -3.40 -0.55 0.53
N -2.23 -0.27 1.20
C -1.63 -1.67 4.64
C -2.17 -2.95 4.64
C -2.41 -3.63 5.82
C -2.11 -3.01 7.02
Cl -2.40 -3.86 8.52
C -1.58 -1.73 7.06
C -1.34 -1.07 5.87
C 2.88 3.35 0.52
C 1.98 4.23 -0.11
N -1.45 0.77 -1.31
H -7.12 -1.12 -3.68
H -5.28 0.20 -2.66
H -4.06 -3.23 -0.43
H -5.89 -4.55 -1.46
H -2.92 -1.11 -3.66
H -1.09 0.55 -4.63
H 1.33 0.94 -3.97
H 2.57 1.35 -6.04
H 0.77 5.21 -6.36
H -0.51 4.79 -4.32
H 4.30 -0.77 0.44
H 6.73 -1.03 0.81
H 6.68 2.34 3.44
H 4.24 2.58 3.09
H 3.25 -1.15 3.27
H 1.06 -2.03 4.50
H -4.21 -1.43 3.60
H -5.38 -1.30 1.17
H -2.40 -3.42 3.69
H -2.82 -4.63 5.82
H -1.35 -1.27 8.01
H -0.93 -0.06 5.87
H 3.92 3.53 0.72
H 2.20 5.21 -0.50
O -0.44 -2.24 -0.12
C 0.79 -2.74 -0.55
C 1.73 -1.73 -1.19
C 2.86 -2.22 -1.86
C 3.75 -1.32 -2.42
C 3.47 0.04 -2.33
C 2.32 0.42 -1.66
N 1.47 -0.43 -1.08
H -0.89 -1.78 -0.84
H 0.67 -3.57 -1.26
H 1.28 -3.15 0.33
H 3.02 -3.28 -1.93
H 4.63 -1.67 -2.94
H 4.11 0.79 -2.76
H 2.06 1.47 -1.58
Cl -0.84 5.74 -1.96
Si -0.61 3.77 -1.35
Cl -1.40 2.35 2.55
Cl -2.40 3.40 -0.35
*
```